C7H8N2 | ωB97M-V with the def2-TZVPD basis set

Positions of all 17 atoms, in Å:
C  2.438  -1.684  0.099
C  -1.009  -0.706  -0.207
C  0.279  1.191  -0.037
C  0.285  -0.256  1.779
C  0.150  -0.915  -1.182
C  0.987  0.292  -1.137
C  1.530  -0.985  -0.680
N  3.178  -2.360  0.705
N  -0.447  0.184  0.748
H  -1.697  -0.017  -0.644
H  -1.529  -1.592  0.127
H  1.050  1.683  0.526
H  -0.449  1.815  -0.697
H  0.148  -1.316  1.959
H  0.901  0.610  2.142
H  -0.188  -1.577  -2.088
H  1.424  0.914  -1.863

Charge: 0
HOMO (alpha / beta): -0.2721 / -0.2522 Eh
Frontier orbital gap (alpha / beta): 7.4 / 6.1 eV
Relative energy (zero: lowest compared OMol25 entry of this formula, charge and spin): 462.6 kJ/mol
DFT total energy: -10363.38815 eV


C7H8N2O2 | ωB97M-V with the def2-TZVPD basis set

Positions of all 19 atoms, in Å:
C  -0.514  -2.952  -0.485
C  0.376  -2.384  0.386
C  -1.722  -2.092  -0.525
C  1.081  0.543  0.469
C  -1.277  -0.976  1.527
C  -0.076  -1.113  0.679
C  0.663  2.836  -0.505
N  -1.306  -0.884  0.093
N  0.353  1.482  -0.077
O  -2.789  -2.210  -1.065
O  2.208  0.563  0.843
H  -0.214  -3.910  -1.016
H  1.349  -2.672  0.741
H  -1.629  -1.874  1.967
H  -1.366  -0.028  2.125
H  -0.222  3.282  -0.407
H  1.324  3.300  0.284
H  1.023  2.741  -1.576
H  -0.630  1.121  -0.332

Charge: 0
HOMO: -0.3261 Eh
Frontier orbital gap: 8.9 eV
Relative energy (zero: lowest compared OMol25 entry of this formula, charge and spin): 405.6 kJ/mol
DFT total energy: -14460.25539 eV